{"formula": "C15H19N3O3Re", "method": "ωB97M-V/def2-TZVPD", "symbols": ["N", "C", "C", "H", "H", "H", "N", "C", "C", "H", "H", "H", "N", "C", "C", "H", "H", "H", "Re", "C", "O", "C", "O", "C", "C", "C", "C", "C", "C", "H", "H", "H", "H", "H", "H", "C", "O", "H", "H", "H", "H"], "coordinates": [[3.2462, -1.7908, 1.0829], [3.7368, -2.7029, 0.5503], [4.3911, -3.8426, -0.0928], [5.4787, -3.7549, 0.0475], [4.1879, -3.8873, -1.1726], [4.0588, -4.7848, 0.3693], [-3.1238, -0.8354, -1.2588], [-4.1431, -1.1109, -1.7287], [-5.4173, -1.5008, -2.2958], [-5.2336, -1.9986, -3.2598], [-6.0344, -0.6047, -2.4564], [-5.9446, -2.1927, -1.6239], [1.6499, 2.7538, 2.2583], [1.1412, 3.7870, 2.4023], [0.5018, 5.0676, 2.6276], [-0.4677, 4.9172, 3.1075], [0.3527, 5.6027, 1.6877], [1.1201, 5.6875, 3.2783], [-0.9738, -0.0458, -0.9571], [-1.7877, 0.7930, 0.6879], [-2.2819, 1.2348, 1.6404], [-0.6578, -1.7592, 0.0204], [-0.5033, -2.7526, 0.6029], [0.6066, -0.5721, -2.3279], [1.1294, 0.1089, -1.2162], [0.6021, 1.3504, -0.8481], [-0.4245, 1.9221, -1.6157], [-0.9493, 1.2398, -2.7144], [-0.4388, -0.0160, -3.0642], [0.9957, -1.5536, -2.5835], [1.9486, -0.3178, -0.6376], [1.0215, 1.8693, 0.0145], [-0.8553, 2.8693, -1.3081], [-1.7673, 1.6573, -3.2840], [-0.8728, -0.5667, -3.8920], [0.9229, -1.0630, 3.1316], [0.6464, 0.0657, 2.3057], [1.2329, -0.7733, 4.1506], [1.6956, -1.6971, 2.6675], [-0.0135, -1.6352, 3.1904], [1.2238, 0.8322, 2.5138]], "charge": 4, "orbital_gap_ev": [7.5, 4.2], "fmax_ev_per_a": 8.79, "e_tot_ev": -28555.3020, "spin_multiplicity": 4, "s_squared": 3.77, "e_lumo_ha": [-0.5569, -0.6702]}

***

{"formula": "C15H19N3O3S2", "method": "ωB97M-V/def2-TZVPD", "symbols": ["C", "H", "C", "C", "H", "H", "S", "C", "N", "N", "C", "N", "C", "O", "C", "C", "C", "C", "C", "C", "C", "H", "O", "C", "H", "H", "H", "O", "C", "H", "H", "H", "H", "H", "H", "H", "H", "S", "H", "H", "H", "H"], "coordinates": [[-1.7341, -6.1429, -1.6476], [-2.6853, -6.5356, -1.9966], [-1.5571, -4.7033, -2.1150], [-0.2333, -4.1410, -1.6258], [0.6085, -4.7219, -2.0029], [-0.1989, -4.0965, -0.5386], [0.0652, -2.4472, -2.2370], [-1.0209, -1.5720, -1.2242], [-1.7328, -2.0757, -0.2763], [-2.4795, -1.1886, 0.3605], [-2.3579, 0.0225, -0.0723], [-3.1136, 1.0257, 0.4574], [-3.0664, 2.4024, 0.3768], [-3.9220, 3.0400, 0.9429], [-1.9280, 3.0218, -0.3937], [-0.5887, 2.7252, 0.2359], [-0.4603, 2.5390, 1.6019], [0.7816, 2.2783, 2.1543], [1.9289, 2.2002, 1.3756], [1.8111, 2.4007, -0.0136], [0.5523, 2.6578, -0.5476], [0.4972, 2.8024, -1.6154], [2.8019, 2.3697, -0.9461], [4.1518, 2.1760, -0.5890], [4.3130, 1.2012, -0.1246], [4.5095, 2.9598, 0.0819], [4.7007, 2.2252, -1.5295], [3.1718, 1.9378, 1.8983], [3.3016, 1.7829, 3.2890], [2.7340, 0.9216, 3.6560], [2.9887, 2.6834, 3.8274], [4.3634, 1.6121, 3.4619], [0.8459, 2.1332, 3.2203], [-1.3231, 2.6011, 2.2477], [-1.9427, 2.6732, -1.4285], [-2.0998, 4.1020, -0.3977], [-3.8400, 0.6805, 1.0793], [-1.2288, 0.1668, -1.4204], [-1.5891, -4.6606, -3.2059], [-2.3686, -4.0894, -1.7217], [-0.9374, -6.7744, -2.0351], [-1.7186, -6.1932, -0.5617]], "charge": 0, "orbital_gap_ev": 8.8, "fmax_ev_per_a": 1.90, "smiles": "CCCSc1nnc(NC(=O)Cc2ccc(OC)c(OC)c2)s1", "e_tot_ev": -48145.5223, "e_lumo_ha": 0.0211}

***

{"formula": "C15H19N3OS", "method": "ωB97M-V/def2-TZVPD", "symbols": ["C", "H", "H", "H", "C", "N", "C", "O", "C", "C", "S", "C", "N", "N", "C", "C", "C", "C", "C", "C", "H", "H", "C", "H", "H", "H", "H", "H", "H", "H", "C", "H", "C", "H", "H", "H", "H", "H", "H"], "coordinates": [[-4.0983, -2.0125, 0.4673], [-4.0174, -1.6617, 1.3938], [-5.1251, -2.6428, 0.2872], [-3.2587, -2.6155, 0.0584], [-4.1082, -0.5981, -0.6496], [-2.8583, 0.0727, -0.4088], [-2.8366, 1.2229, 0.4589], [-3.8629, 1.4879, 0.7726], [-1.6103, 1.9211, 0.2223], [-1.7545, 3.3560, 0.3512], [-0.1197, 3.7728, 0.4892], [0.5913, 2.2154, 0.3945], [-0.3948, 1.6039, 0.2962], [1.7839, 2.0598, 0.6097], [2.5769, 0.9820, 0.5449], [1.9929, -0.2832, 0.8998], [2.6992, -1.2696, 0.9063], [4.1367, -1.3242, 0.9202], [4.5919, -0.1926, 0.6514], [3.9399, 0.9741, 0.7755], [4.4772, 2.0068, 0.5107], [5.8549, -0.1584, 0.8922], [4.9193, -2.7212, 0.9802], [5.2124, -2.8733, 2.1558], [5.8860, -2.6372, 0.1322], [4.3204, -3.4739, 0.5267], [2.2512, -2.2098, 0.9333], [0.8079, -0.5071, 0.7289], [2.4395, 3.0051, 0.7302], [-2.6304, 3.9670, 0.3976], [-1.8718, -0.4875, -1.4410], [-0.8353, -0.1501, -1.0255], [-1.9809, 0.3247, -2.6976], [-1.1058, 0.1513, -3.3800], [-2.8593, 0.2414, -3.1738], [-1.9108, 1.2353, -2.5384], [-1.9330, -1.4473, -1.7220], [-4.9926, -0.1921, 0.0844], [-4.3168, -1.1422, -1.5351]], "charge": 0, "orbital_gap_ev": 7.9, "fmax_ev_per_a": 14.55, "e_tot_ev": -33203.6915, "e_lumo_ha": 0.0106}

***

{"formula": "C15H19NO5S", "method": "ωB97M-V/def2-TZVPD", "symbols": ["C", "C", "H", "H", "O", "C", "O", "C", "C", "N", "C", "O", "C", "H", "H", "C", "H", "H", "C", "C", "O", "O", "H", "H", "H", "H", "S", "C", "C", "C", "H", "H", "C", "H", "H", "C", "H", "H", "H", "H", "H"], "coordinates": [[0.8639, 4.0244, -4.0620], [0.1562, 3.5035, -2.6961], [0.5527, 3.9815, -1.8604], [-0.9268, 3.6226, -2.7919], [0.3775, 2.2750, -2.6887], [0.2201, 1.6920, -1.5406], [-0.3160, 2.3648, -0.6579], [0.4983, 0.1424, -1.4898], [0.2134, -0.6095, -0.3934], [-0.4764, -0.0779, 0.8146], [-0.6127, -1.0759, 1.7877], [-0.3715, -2.1630, 1.7318], [-1.6754, -0.0831, 2.9227], [-0.8711, 0.5671, 3.3176], [-2.5468, 0.1459, 2.4463], [-1.6785, -1.0833, 4.0891], [-0.8883, -1.3919, 4.5585], [-2.3125, -1.9322, 3.7283], [-2.6372, -0.6018, 5.2682], [-2.7274, -1.4367, 6.3501], [-3.9721, -1.9680, 6.4785], [-1.5447, -1.6949, 7.0086], [-1.8524, -2.4204, 7.7559], [-3.3422, -0.0705, 4.8470], [-2.1343, 0.1387, 5.4839], [-0.7504, 0.8281, 0.7708], [0.7620, -2.0273, -0.3579], [1.5422, -2.0281, -1.9255], [1.4361, -0.5017, -2.3690], [1.9473, -0.3058, -3.6364], [1.1123, -0.4005, -4.4678], [2.3952, 0.5550, -3.8295], [2.7994, -1.6562, -3.8814], [3.7634, -1.2664, -3.7054], [2.7269, -1.8989, -4.9674], [2.3571, -2.8754, -2.8839], [1.4418, -3.4612, -3.4621], [3.3180, -3.1976, -2.3600], [0.5806, 5.0188, -4.3173], [2.0655, 3.8544, -4.1953], [0.5070, 3.5141, -4.8199]], "charge": 0, "orbital_gap_ev": 8.4, "fmax_ev_per_a": 15.01, "smiles": "CCOC(=O)c1c(NC(=O)CCCC(=O)O)sc2c1CCC2", "e_tot_ev": -38415.5964, "e_lumo_ha": 0.0207}

***

{"formula": "C15H20ClN3S", "method": "ωB97M-V/def2-TZVPD", "symbols": ["C", "C", "C", "C", "C", "N", "C", "N", "C", "S", "C", "N", "C", "C", "C", "C", "H", "H", "H", "C", "C", "H", "H", "H", "H", "H", "H", "H", "H", "H", "H", "H", "Cl", "C", "H", "H", "H", "H", "H", "H"], "coordinates": [[4.7178, 1.5019, -1.1262], [3.4515, 0.9994, -0.5242], [2.9516, -0.2636, -0.5630], [1.7070, -0.3630, 0.1337], [0.8057, -1.3989, 0.3925], [-0.2931, -1.2260, 1.0859], [-0.5744, -0.0086, 1.5593], [0.1904, 1.0567, 1.3854], [1.2976, 0.8738, 0.6949], [2.4374, 2.1267, 0.3570], [-1.9040, 0.1888, 2.2244], [-2.9674, 0.3739, 1.2514], [-3.3479, -0.8585, 0.5771], [-4.2296, -0.5431, -0.6234], [-3.4286, 0.1846, -1.7131], [-4.3594, 1.0097, -2.5978], [-4.8218, 1.8088, -2.0224], [-3.8100, 1.4546, -3.4248], [-5.1473, 0.3817, -3.0082], [-2.3489, 1.0637, -1.0597], [-2.7761, 1.4968, 0.3424], [-3.7248, 2.0425, 0.2772], [-2.0306, 2.1718, 0.7667], [-2.1569, 1.9458, -1.6724], [-1.4110, 0.5083, -0.9850], [-2.9323, -0.5630, -2.3420], [-5.0584, 0.0832, -0.2900], [-4.6491, -1.4678, -1.0222], [-3.8969, -1.4697, 1.3019], [-2.4727, -1.4384, 0.2459], [-1.8564, 1.0776, 2.8569], [-2.1501, -0.6862, 2.8283], [1.0657, -3.0004, -0.1838], [3.6160, -1.4130, -1.2452], [4.5500, -1.1002, -1.7018], [2.9649, -1.8208, -2.0165], [3.8215, -2.2073, -0.5297], [4.8340, 2.5620, -0.9188], [4.7140, 1.3577, -2.2064], [5.5760, 0.9715, -0.7144]], "charge": 0, "orbital_gap_ev": 8.5, "fmax_ev_per_a": 0.74, "smiles": "Cc1sc2nc(CN3CCC(C)CC3)nc(Cl)c2c1C", "e_tot_ev": -43708.2761, "e_lumo_ha": 0.0181}

***

{"formula": "C15H20MoN3O9P2SbSe4", "method": "ωB97M-V/def2-TZVPD", "symbols": ["Mo", "Se", "Sb", "Se", "Se", "Se", "O", "P", "O", "O", "O", "P", "O", "O", "O", "H", "H", "C", "C", "C", "C", "C", "C", "N", "C", "C", "C", "C", "C", "C", "C", "O", "O", "C", "C", "H", "H", "H", "H", "H", "H", "H", "H", "H", "H", "H", "H", "H", "H", "N", "N", "H", "H", "H", "H"], "coordinates": [[-0.2929, -2.6465, 1.7736], [-4.2050, -5.5995, 2.5729], [-1.8668, -5.4479, 2.9509], [-1.4557, -3.1267, 3.8871], [-1.1580, -4.2886, 0.4282], [-0.1943, -7.0652, 3.1994], [3.4038, -4.5062, 1.5275], [2.3230, -3.3961, 1.7647], [1.5796, -2.9714, 0.5062], [1.2399, -3.8319, 2.7340], [3.1155, -2.1364, 2.3202], [2.3187, -0.6716, 2.2220], [2.5038, -0.2955, 0.6848], [2.8844, 0.3126, 3.1277], [0.8372, -1.0908, 2.4099], [3.5450, -5.0924, 2.2849], [2.2042, -1.0337, 0.1227], [3.2552, 4.5731, -0.8836], [2.4870, 3.5841, -1.7211], [2.7023, 3.5214, -3.0944], [2.0188, 2.6176, -3.8916], [1.0928, 1.7675, -3.3130], [0.8651, 1.8222, -1.9450], [-0.0873, 0.9144, -1.3841], [-1.2769, 1.3181, -0.8561], [-1.8316, 2.5537, -1.2376], [-3.0430, 2.9747, -0.7336], [-3.7602, 2.1989, 0.1783], [-3.2269, 0.9968, 0.5771], [-2.0023, 0.5402, 0.0749], [-1.4929, -0.7019, 0.6134], [-0.4578, -1.3097, 0.1333], [-1.9824, -1.2681, 1.6368], [1.5598, 2.7168, -1.1253], [1.3251, 2.7608, 0.3601], [3.8583, 5.2265, -1.5115], [3.9236, 4.0628, -0.1872], [2.5865, 5.1959, -0.2874], [3.4240, 4.1932, -3.5439], [2.2037, 2.5808, -4.9571], [0.5321, 1.0569, -3.9060], [0.2775, 0.0353, -1.0415], [-1.2893, 3.1686, -1.9436], [-3.4421, 3.9286, -1.0548], [-4.7058, 2.5433, 0.5723], [-3.7372, 0.3790, 1.3040], [0.6691, 3.5930, 0.6281], [2.2611, 2.8890, 0.9031], [0.8632, 1.8444, 0.7228], [-3.1838, -3.6537, -0.0418], [-3.1800, -2.6333, -1.0334], [-3.7945, -4.4496, -0.2201], [-3.4371, -3.2522, 0.8620], [-4.1268, -2.4526, -1.3464], [-2.6294, -2.9486, -1.8229]], "charge": 0, "orbital_gap_ev": [6.0, 6.0], "fmax_ev_per_a": 1.20, "e_tot_ev": -327142.7383, "e_lumo_ha": [-0.0871, -0.0871]}

***

{"formula": "C15H20N2O2", "method": "ωB97M-V/def2-TZVPD", "symbols": ["C", "H", "H", "H", "C", "N", "C", "C", "C", "O", "N", "C", "O", "C", "C", "C", "C", "C", "C", "H", "H", "H", "C", "H", "H", "H", "H", "H", "H", "H", "C", "C", "H", "H", "H", "H", "H", "H", "H"], "coordinates": [[-4.7708, -0.8302, 0.8081], [-5.1707, 0.1259, 1.1344], [-5.1225, -1.0206, -0.2022], [-5.1519, -1.6132, 1.4584], [-3.2451, -0.8037, 0.8675], [-2.7230, 0.2972, 0.0663], [-1.6654, 1.0511, 0.7115], [-1.2717, 2.3503, 0.0114], [0.2234, 2.2700, -0.2030], [0.9191, 3.0847, -0.7462], [0.6707, 1.0729, 0.3336], [-0.3388, 0.2945, 0.8753], [-0.1827, -0.7776, 1.3972], [2.0365, 0.6780, 0.3205], [2.3741, -0.6129, -0.0552], [3.7031, -1.0163, -0.0616], [4.6826, -0.1018, 0.3018], [4.3427, 1.1884, 0.6700], [3.0192, 1.5870, 0.6887], [2.7498, 2.5908, 0.9746], [5.1142, 1.8898, 0.9497], [5.7204, -0.4017, 0.2963], [4.0547, -2.4215, -0.4423], [3.8215, -3.0968, 0.3810], [5.1140, -2.5111, -0.6689], [3.4790, -2.7420, -1.3081], [1.6016, -1.3119, -0.3353], [-1.7706, 2.4848, -0.9463], [-1.4944, 3.2320, 0.6131], [-2.0269, 1.2659, 1.7252], [-2.5577, -0.0391, -1.3364], [-1.3121, -0.8470, -1.7177], [-1.1741, -1.6869, -1.0406], [-1.4272, -1.2354, -2.7271], [-0.4175, -0.2292, -1.6971], [-3.4462, -0.6092, -1.6134], [-2.5781, 0.8823, -1.9260], [-2.8435, -1.7699, 0.5382], [-2.9356, -0.6678, 1.9045]], "charge": 0, "orbital_gap_ev": 9.3, "fmax_ev_per_a": 0.52, "smiles": "CCN(CC)[C@@H]1CC(=O)N(c2cccc(C)c2)C1=O", "e_tot_ev": -22955.6651, "e_lumo_ha": 0.0283}

***

{"formula": "C15H20N2O3S2", "method": "ωB97M-V/def2-TZVPD", "symbols": ["C", "C", "C", "C", "H", "H", "O", "C", "C", "C", "C", "C", "C", "H", "H", "S", "O", "O", "N", "H", "C", "C", "C", "S", "C", "N", "C", "H", "H", "H", "H", "H", "H", "H", "H", "H", "H", "H", "H", "H", "H", "H"], "coordinates": [[5.7975, -2.8530, 1.6286], [4.4563, -3.5555, 1.4630], [3.4211, -3.0358, 2.4584], [2.0593, -3.7025, 2.2543], [2.1742, -4.7899, 2.2773], [1.3577, -3.4127, 3.0455], [1.5076, -3.4408, 0.9765], [0.9682, -2.2330, 0.6996], [0.7700, -1.2014, 1.6186], [0.1824, -0.0179, 1.2082], [-0.2006, 0.1454, -0.1066], [-0.0109, -0.8662, -1.0313], [0.5707, -2.0494, -0.6313], [0.7339, -2.8575, -1.3263], [-0.3096, -0.7009, -2.0541], [-0.9932, 1.6638, -0.5890], [-0.5179, 2.7404, 0.2293], [-0.9230, 1.8070, -2.0175], [-2.5810, 1.3249, -0.1106], [-3.0295, 0.8092, -0.8569], [-3.3453, 2.5238, 0.2142], [-3.4430, 3.4220, -0.9780], [-2.6418, 4.4910, -1.2299], [-2.9901, 5.1512, -2.7750], [-4.2132, 3.9093, -2.9802], [-4.3154, 3.1151, -1.9778], [-5.0254, 3.8255, -4.2158], [-5.5165, 4.7767, -4.4140], [-4.3890, 3.5898, -5.0679], [-5.7736, 3.0459, -4.1015], [-1.8685, 4.8986, -0.6126], [-2.8091, 3.0251, 1.0202], [-4.3374, 2.2153, 0.5502], [0.0266, 0.7961, 1.8976], [1.0636, -1.3086, 2.6504], [3.3219, -1.9552, 2.3383], [3.7526, -3.2358, 3.4792], [4.0827, -3.3984, 0.4495], [4.5865, -4.6304, 1.6070], [6.5208, -3.2406, 0.9156], [5.6921, -1.7832, 1.4624], [6.1883, -3.0070, 2.6322]], "charge": 0, "orbital_gap_ev": 9.5, "fmax_ev_per_a": 0.89, "smiles": "CCCCOc1ccc(S(=O)(=O)NCc2csc(C)n2)cc1", "e_tot_ev": -46672.3746, "e_lumo_ha": 0.0283}